This record from the OMol25 dataset describes C46H51IN4O6Se2Zr as an isolated structure at a distorted geometry. The level of theory is ωB97M-V with the def2-TZVPD basis set.

Properties
- Highest occupied orbital energy: -5.1 eV
- Relative energy (zero: lowest compared OMol25 entry of this formula, charge and spin): 43.5 kcal per mole
- Orbital gap: 3.24 eV
- Strongest force on any atom: 1.1 eV/Å

Each line ends with the Mulliken charge.
Element x y z (Å)
1 H 0.43 0.35 6.06  0.392
2 H -6.07 -0.11 -0.39  0.427
3 H -5.24 -4.79 2.80  0.401
4 C 2.31 0.86 5.15  -0.749
5 C 0.84 1.31 2.85  -1.392
6 H 3.42 -3.15 4.50  0.430
7 C -1.34 -0.56 -3.00  0.759
8 H 1.10 -3.15 -1.68  -0.132
9 H 2.00 -4.41 1.31  0.644
10 H 1.38 -3.28 -3.42  0.239
11 H -4.94 -3.95 -1.87  0.472
12 C 0.66 -0.50 -4.61  -2.037
13 H -4.67 -2.38 2.94  0.472
14 H 3.32 2.52 -2.15  0.492
15 C -4.05 -3.07 2.37  -1.056
16 C -1.42 3.65 -1.82  0.424
17 C -3.11 -1.14 -1.60  -1.089
18 C 2.96 1.26 3.99  -0.490
19 C -2.39 -4.79 0.97  -0.498
20 H 5.17 1.03 -2.55  0.478
21 H 4.03 1.40 3.98  0.450
22 H -2.01 0.38 -4.77  0.493
23 C 5.03 -1.11 -2.51  -1.040
24 N 0.07 1.56 1.66  0.731
25 Se 1.71 -1.68 0.78  -0.588
26 O -1.62 -0.62 1.10  1.544
27 H -2.56 -3.46 -3.64  0.350
28 H 2.43 -4.13 -2.29  0.476
29 C -4.06 -0.27 -1.06  0.757
30 O 2.62 -5.70 2.83  -0.628
31 C -2.68 -1.10 1.81  -0.490
32 C -2.91 -2.57 1.74  1.528
33 C -3.53 -5.28 1.59  -0.777
34 C -3.74 1.17 -0.78  -1.063
35 H 4.58 -3.20 -2.52  0.484
36 C 1.71 -3.46 3.22  2.547
37 C -0.58 2.66 1.69  -0.831
38 C -2.22 -0.53 -4.21  -2.322
39 C 1.87 -3.21 -2.44  -1.016
40 H 0.35 -1.41 -5.12  0.421
41 H 1.68 1.93 -1.93  -0.533
42 C 0.20 0.93 4.02  0.094
43 C -4.70 -2.92 -1.66  -0.713
44 H -2.60 -4.42 -2.17  0.550
45 C 0.94 0.70 5.17  -0.750
46 C 3.14 0.40 -2.41  1.178
47 C -5.65 -2.09 -1.09  -1.123
48 C 2.59 1.79 -2.50  -0.862
49 O -0.33 1.73 -0.97  0.477
50 H -1.48 5.30 2.62  0.371
51 O -3.48 -0.32 2.27  -0.709
52 C -2.43 -3.42 -2.55  -2.130
53 H -1.39 -3.16 -2.34  0.160
54 C 4.17 -2.20 -2.48  -1.153
55 C 0.15 -0.50 -3.20  0.771
56 C -1.08 3.26 -3.23  -0.859
57 H 2.40 -6.34 2.16  0.331
58 C -4.36 -4.41 2.29  -0.813
59 H -2.77 4.09 2.72  0.456
60 H 1.10 -1.41 3.24  -0.332
61 H 2.86 -1.65 2.95  0.839
62 C -3.42 -2.46 -1.93  1.736
63 H -4.66 1.75 -0.68  0.709
64 C -2.39 4.92 2.13  -1.042
65 C -2.09 -3.44 1.04  0.266
66 H -0.55 3.24 2.61  0.568
67 H 1.75 -0.44 -4.64  0.473
68 C -2.46 5.11 -0.38  -0.830
69 H 2.36 2.04 -3.54  0.390
70 I 3.18 2.17 1.12  0.157
71 H -1.18 -3.07 0.58  -0.185
72 H 2.89 0.67 6.05  0.414
73 H -1.14 2.18 -3.35  -0.011
74 C 4.51 0.18 -2.50  -1.075
75 H -3.20 1.25 0.17  -0.033
76 C 0.25 -3.94 3.33  -1.353
77 C 2.50 -4.38 2.28  -1.541
78 H -0.06 3.56 -3.47  0.302
79 H -3.14 1.62 -1.57  -0.041
80 C 2.80 -2.03 -2.40  1.473
81 H -3.76 -6.34 1.55  0.419
82 H 6.10 -1.26 -2.56  0.422
83 H -2.02 -1.37 -4.87  0.399
84 C -5.33 -0.77 -0.82  -0.612
85 H 0.25 -4.85 3.92  0.451
86 N 0.88 -0.56 -2.16  1.883
87 H 3.51 -3.98 2.13  0.335
88 N -2.14 4.74 -1.63  -0.687
89 C -0.99 2.86 -0.74  -0.212
90 H -3.59 6.24 2.91  0.322
91 H -3.08 5.99 -0.28  0.510
92 C 1.85 -2.01 2.73  -1.044
93 N -1.75 -0.71 -1.80  1.836
94 Zr -0.17 -0.07 -0.04  -0.050
95 Se -1.03 -2.70 4.15  -0.436
96 C 2.31 -0.72 -2.33  -1.609
97 H -1.73 -5.46 0.44  0.503
98 H -0.87 0.75 4.00  0.550
99 O -3.36 5.95 2.03  -0.522
100 H -0.10 -4.21 2.33  0.297
101 C -2.03 4.44 0.74  0.467
102 C -1.26 3.28 0.56  0.728
103 H 1.87 -2.66 5.21  0.272
104 C 2.37 -3.43 4.62  -1.081
105 H -1.76 3.75 -3.91  0.447
106 C 2.22 1.48 2.84  0.470
107 H -3.27 -0.55 -3.93  0.500
108 H 0.24 0.34 -5.16  0.410
109 H -6.64 -2.46 -0.87  0.403
110 H 2.45 -5.36 4.75  0.404
111 O 2.26 -4.63 5.35  -0.619

---

This record from the OMol25 dataset describes C24H35Cl2N2O4PS4SbSe4Ti as an isolated structure. The level of theory is ωB97M-V with the def2-TZVPD basis set.

Properties
- Highest occupied orbital energy: -4.4 eV
- Relative energy (zero: lowest compared OMol25 entry of this formula, charge and spin): 11.3 kcal per mole
- Orbital gap: 6.26 eV
- Charge: -1
- Strongest force on any atom: 0.6 eV/Å

Each line ends with the Mulliken charge.
Element x y z (Å)
1 H -1.94 3.36 -2.29  0.455
2 C 2.06 2.65 -0.41  -1.731
3 H 4.83 0.91 1.39  0.380
4 C 0.86 1.72 -0.23  1.437
5 H 1.15 0.65 -2.11  0.494
6 Cl 1.60 -2.80 -2.25  -0.169
7 P -0.87 2.35 -0.46  0.465
8 H 0.73 2.25 -3.30  0.279
9 H 2.94 -7.43 -2.43  0.360
10 H 2.34 -5.24 -3.42  0.456
11 H -0.39 3.29 -4.16  0.493
12 C -2.17 -1.84 -1.09  -0.498
13 H 2.14 3.03 -1.43  0.230
14 O -2.73 -0.63 -0.56  0.494
15 Se -6.84 -0.58 0.53  -0.155
16 C 0.97 -1.37 2.64  -1.971
17 H 1.98 -0.06 -0.73  0.018
18 H -2.27 5.65 0.72  0.494
19 H 2.73 0.65 2.66  0.309
20 H 2.97 2.09 -0.19  0.303
21 S -5.07 0.70 3.38  0.086
22 C -2.30 4.64 0.31  -1.526
23 C 1.06 0.44 -1.04  -0.894
24 H -0.43 4.02 1.16  0.588
25 C -0.87 4.11 0.16  0.714
26 H -2.81 4.68 -0.65  0.270
27 H -1.35 -2.14 -0.45  -0.078
28 H 2.97 -7.69 0.04  0.415
29 H 1.03 -2.27 3.26  0.365
30 Cl 2.48 -5.86 2.12  -0.210
31 H 2.02 3.50 0.27  0.423
32 O -0.75 -0.36 1.34  0.367
33 C 2.70 -6.59 -1.79  -0.396
34 C -1.17 2.57 -2.29  0.521
35 S -4.21 0.20 5.10  -0.321
36 Ti -2.53 0.50 1.28  0.444
37 H -3.62 -0.49 -0.96  -0.094
38 Se -4.35 2.02 -0.07  -0.091
39 O -2.97 -0.78 2.59  -0.212
40 C 4.22 0.03 1.25  -0.839
41 C 3.80 -2.09 0.19  -0.803
42 C -0.09 5.17 -0.64  -1.863
43 N -4.20 -0.33 2.18  0.129
44 H 0.24 -0.26 -0.90  -0.235
45 Sb -1.75 1.08 4.89  0.322
46 Se -5.69 0.49 -1.21  -0.270
47 C -0.01 3.04 -3.17  -1.731
48 H 0.51 3.91 -2.78  0.261
49 H 0.89 -0.51 3.31  0.321
50 C 3.03 -0.12 1.96  -0.274
51 N 1.78 -3.33 0.70  0.429
52 H 0.84 1.42 0.82  -0.413
53 C 2.22 -1.23 1.80  1.126
54 C 2.72 -6.74 -0.41  -0.542
55 H -0.60 5.39 -1.58  0.321
56 H 5.52 -0.88 -0.19  0.384
57 H -1.13 0.47 -2.87  0.094
58 C 2.60 -2.23 0.89  0.884
59 C 4.60 -0.97 0.37  -0.762
60 S -2.12 2.22 2.69  -0.606
61 H -1.83 -1.66 -2.11  0.251
62 H -0.08 6.10 -0.06  0.483
63 C 2.43 -5.66 0.40  0.603
64 H -2.90 4.03 1.00  0.116
65 H -2.02 1.52 -3.97  0.570
66 H -2.93 -2.62 -1.09  0.278
67 C 2.07 -4.30 -1.53  1.142
68 O -0.85 -2.57 1.68  -0.769
69 H 0.94 4.90 -0.85  0.356
70 S -1.64 2.80 6.33  -0.662
71 C 2.10 -4.41 -0.13  -1.675
72 H -2.73 1.07 -2.42  -0.145
73 H 4.12 -2.86 -0.50  0.420
74 C -1.81 1.33 -2.92  -0.927
75 C 2.38 -5.37 -2.35  -0.636
76 C -0.32 -1.47 1.84  0.863
77 H 0.96 -3.42 1.28  0.229
78 Se -5.16 -1.84 1.47  0.058

---

This record from the OMol25 dataset describes one molecule with the formula C19H21NO4. The level of theory is ωB97M-V with the def2-TZVPD basis set.

Properties
- Highest occupied orbital energy: -8.3 eV
- Relative energy (zero: lowest compared OMol25 entry of this formula, charge and spin): 47.9 kcal per mole
- Orbital gap: 9.03 eV
- Strongest force on any atom: 0.5 eV/Å

Each line ends with the Mulliken charge.
Element x y z (Å)
1 H 3.98 -4.78 -3.84  0.342
2 C 0.11 2.35 1.51  0.220
3 C 4.32 -4.22 -2.96  -0.839
4 H 2.65 -0.67 -2.91  0.436
5 H 0.84 -0.22 1.54  0.470
6 H -1.13 1.53 4.53  0.338
7 H 0.91 4.39 2.65  0.455
8 N -0.66 3.08 2.35  0.058
9 C -1.94 2.68 2.89  -0.459
10 C -0.03 -0.07 0.92  -0.855
11 C -0.56 1.21 0.81  0.421
12 H -0.55 -4.40 -2.73  0.434
13 C 1.94 -1.47 -2.87  -0.644
14 H -0.17 -2.11 0.31  0.377
15 C 2.42 -2.78 -2.88  0.753
16 O -1.68 -2.03 -2.74  -0.492
17 H 5.40 -4.08 -3.02  0.235
18 C -0.32 -2.28 -2.77  0.243
19 C -1.69 -0.92 -0.60  0.787
20 H 1.85 -4.86 -2.83  0.384
21 C 0.59 -1.22 -2.82  -0.210
22 O 3.77 -2.92 -2.94  -0.429
23 H 0.72 3.04 4.70  0.320
24 H 4.07 -4.78 -2.06  0.336
25 C -0.08 4.20 3.06  -0.774
26 C -1.79 2.40 4.39  -0.669
27 H -0.72 5.08 2.92  0.300
28 H 0.34 4.74 5.13  0.353
29 C -0.59 -1.12 0.23  -0.253
30 C -2.21 0.37 -0.72  -0.593
31 O 1.27 2.63 1.29  -0.668
32 H -2.66 3.50 2.75  0.225
33 H -2.31 1.79 2.39  0.418
34 O -1.26 3.51 5.07  -0.377
35 H -3.05 0.54 -1.38  0.454
36 C 1.51 -3.84 -2.82  -0.390
37 H -3.32 -1.93 -1.59  0.444
38 H -2.05 -3.01 -0.95  0.353
39 H -2.76 2.20 4.85  0.352
40 C 0.01 3.87 4.56  -0.537
41 C -1.66 1.42 -0.02  -0.224
42 H 0.22 -0.21 -2.82  0.457
43 C 0.16 -3.58 -2.77  -0.717
44 H -2.06 2.42 -0.13  0.479
45 C -2.24 -2.04 -1.43  -1.315

---

This record from the OMol25 dataset describes one molecule with the formula C6H11N at a distorted geometry. The level of theory is ωB97M-V with the def2-TZVPD basis set.

Properties
- Highest occupied orbital energy (alpha / beta): -7.8 / -9.0 eV
- Relative energy (zero: lowest compared OMol25 entry of this formula, charge and spin): 95.7 kcal per mole
- Orbital gap (alpha / beta): 7.63 / 9.40 eV
- Strongest force on any atom: 2.7 eV/Å

Each line ends with the Mulliken charge.
Element x y z (Å)
1 H -1.15 -0.78 -1.71  0.361
2 C -1.44 0.27 1.25  -1.166
3 H -0.83 1.34 -0.64  0.329
4 N 0.72 -0.26 -2.60  -0.579
5 H 1.35 2.10 0.46  0.421
6 C -0.17 -0.25 0.85  0.578
7 H 0.86 -1.99 0.08  0.362
8 C -0.16 -0.29 -1.77  -0.092
9 H 0.00 -2.24 1.62  0.399
10 H 1.46 2.07 -1.32  0.426
11 H 0.63 0.12 1.49  0.232
12 C 0.03 0.66 -0.49  0.393
13 H 2.19 0.77 -0.38  0.350
14 H -0.90 -2.16 0.10  0.327
15 C 1.33 1.45 -0.43  -1.591
16 H -1.51 1.21 1.79  0.379
17 C -0.05 -1.75 0.65  -1.453
18 H -2.36 -0.27 1.05  0.322

---

This record from the OMol25 dataset describes one molecule with the formula C5H8NP at a distorted geometry. The level of theory is ωB97M-V with the def2-TZVPD basis set.

Properties
- Highest occupied orbital energy: -8.5 eV
- Relative energy (zero: lowest compared OMol25 entry of this formula, charge and spin): 29.4 kcal per mole
- Orbital gap: 9.52 eV
- Strongest force on any atom: 5.2 eV/Å

Each line ends with the Mulliken charge.
Element x y z (Å)
1 H 0.12 -2.41 2.04  0.392
2 H -1.00 -0.88 -2.05  0.419
3 C -0.32 -2.21 -0.29  -0.552
4 H 1.53 1.23 0.16  0.229
5 C -0.22 -1.89 1.15  -0.565
6 C -0.63 -1.10 -1.09  -0.306
7 H 1.26 3.06 -0.07  0.318
8 P -0.80 1.62 -0.59  0.038
9 H -0.22 -3.22 -0.73  0.316
10 N -0.77 -0.11 -0.17  0.075
11 H 1.96 1.88 -1.34  0.295
12 C -0.51 -0.54 1.09  -0.173
13 H -1.12 2.30 0.50  0.012
14 C 1.25 2.07 -0.50  -0.880
15 H -0.55 0.19 1.89  0.383

---

This record from the OMol25 dataset describes a 3-piece molecular cluster, H6O3 overall. The level of theory is ωB97M-V with the def2-TZVPD basis set.

Properties
- Highest occupied orbital energy: -11.6 eV
- Relative energy (zero: lowest compared OMol25 entry of this formula, charge and spin): 11.8 kcal per mole
- Orbital gap: 12.54 eV
- Strongest force on any atom: 0.7 eV/Å

Each line ends with the Mulliken charge.
Element x y z (Å)
1 H 0.27 3.83 2.25  0.333
2 H 0.13 4.88 3.31  0.345
3 H 0.72 3.42 6.14  0.299
4 H -0.59 -7.68 -7.68  0.321
5 O -1.47 -7.85 -8.04  -0.642
6 O 0.71 4.63 2.58  -0.686
7 O 0.46 3.69 5.25  -0.645
8 H 1.24 3.77 4.70  0.353
9 H -1.46 -8.69 -8.50  0.322